Record 1
{
  "formula": "C12H24NO2Rb",
  "method": "ωB97M-V/def2-TZVPD",
  "orbital_gap_ev": 4.5,
  "charge": 0,
  "lumo_ev": -0.45,
  "e_above_lowest_kj_mol": 112.6,
  "homo_energy_ha": -0.18177,
  "e_tot_ev": -19070.849,
  "symbols": ["Rb", "C", "C", "C", "C", "C", "C", "N", "O", "C", "C", "C", "H", "H", "H", "H", "H", "H", "H", "H", "H", "H", "H", "H", "H", "H", "H", "H", "H", "H", "C", "C", "O", "C", "H", "H", "H", "H", "H", "H"],
  "positions_angstrom": [[1.28602, -2.45004, 0.38642], [-1.52072, -2.03283, -2.24268], [-1.19855, -0.52919, -2.30991], [-2.19071, 0.08217, -1.35421], [-2.05270, 1.52575, -0.94974], [-0.65700, 1.74089, -0.45303], [0.53152, 1.12192, -1.27313], [0.14997, -0.24593, -1.76979], [1.21741, -0.99610, -2.43391], [1.71157, 1.00600, -0.25400], [0.93153, 2.13927, -2.38068], [-1.48132, -0.03955, -3.74691], [-2.58229, -2.23930, -2.37888], [-1.17112, -2.56655, -1.35893], [-0.98471, -2.57627, -3.02080], [-2.25799, -0.61470, -0.51878], [-3.21538, 0.07366, -1.72580], [-2.85508, 1.81339, -0.27037], [-2.22160, 2.09932, -1.86111], [-0.55917, 1.47330, 0.59907], [-0.49310, 2.81849, -0.45617], [2.63824, 0.66926, -0.71877], [1.56670, 0.36030, 0.61214], [2.02508, 1.99005, 0.09450], [0.15270, 2.40503, -3.09545], [1.64628, 1.81796, -3.13831], [1.28090, 3.02824, -1.85554], [-0.69158, -0.48878, -4.34907], [-1.39872, 1.02996, -3.94036], [-2.43819, -0.47163, -4.03984], [0.36168, -1.77530, 5.27497], [1.47738, -1.28074, 4.40985], [1.55351, -1.57830, 3.23351], [2.56954, -0.52009, 5.04877], [0.76892, -2.39814, 6.07141], [-0.36440, -2.33761, 4.68785], [-0.15827, -0.95521, 5.77017], [2.32539, -0.28432, 6.08458], [2.84984, 0.33497, 4.43363], [3.44841, -1.14932, 5.18929]]
}

***

Record 2
{
  "formula": "C6H14NS",
  "method": "ωB97M-V/def2-TZVPD",
  "orbital_gap_ev": [2.2, 6.1],
  "charge": -2,
  "lumo_ev": [6.09, 6.04],
  "multiplicity": 2,
  "e_above_lowest_kj_mol": 281.6,
  "homo_energy_ha": [0.14382, -0.00161],
  "e_tot_ev": -18767.985,
  "symbols": ["C", "C", "S", "N", "C", "C", "C", "C", "H", "H", "H", "H", "H", "H", "H", "H", "H", "H", "H", "H", "H", "H"],
  "positions_angstrom": [[-0.67437, 1.19610, 1.94399], [-0.68718, 2.66370, 1.75570], [-0.52610, 2.98586, -0.09461], [0.45576, 0.44937, 1.18902], [0.27890, 0.24756, -0.32070], [0.06240, -1.20332, -0.68426], [-0.66150, -1.83506, -1.86691], [1.57870, -1.75851, -1.01460], [-1.59768, 0.68822, 1.33457], [-0.69361, 0.80462, 2.93548], [-1.64253, 3.07711, 2.43334], [0.14529, 3.29057, 2.20375], [1.32564, 1.00156, 1.35654], [1.03358, 0.70105, -1.03532], [-0.59786, 0.74461, -0.55253], [-0.47879, -1.51810, 0.25905], [-0.36891, -1.72771, -2.89006], [-1.69779, -1.50288, -2.04495], [-0.87051, -2.79979, -1.73206], [1.71634, -2.67436, -1.50368], [1.91434, -1.82766, 0.02332], [1.98589, -1.00295, -1.69507]]
}

***

Record 3
{
  "formula": "C23H23N5OS",
  "method": "ωB97M-V/def2-TZVPD",
  "orbital_gap_ev": 7.9,
  "charge": 0,
  "lumo_ev": -0.41,
  "e_above_lowest_kj_mol": 0.0,
  "homo_energy_ha": -0.30417,
  "e_tot_ev": -44559.334,
  "symbols": ["C", "C", "C", "C", "C", "C", "N", "C", "N", "C", "C", "C", "O", "C", "N", "C", "C", "C", "C", "C", "C", "N", "C", "N", "C", "C", "C", "C", "C", "S", "H", "H", "H", "H", "H", "H", "H", "H", "H", "H", "H", "H", "H", "H", "H", "H", "H", "H", "H", "H", "H", "H", "H"],
  "positions_angstrom": [[1.09382, 0.24206, 1.78747], [2.57189, 0.40026, 1.44861], [3.43733, -0.71774, 2.03644], [3.30819, -2.05568, 1.30352], [4.03391, -2.07175, -0.05232], [3.17124, -2.63482, -1.18587], [2.04779, -1.75892, -1.46738], [2.27165, -0.57654, -2.06064], [1.40585, 0.36562, -2.25015], [0.17463, 0.08743, -1.77737], [-0.21177, -1.12937, -1.20962], [0.75260, -2.17056, -1.01979], [0.60392, -3.26950, -0.53652], [-1.58645, -0.97713, -0.84541], [-2.44968, -1.77528, -0.27240], [-3.67627, -1.25392, -0.06485], [-4.65894, -2.06024, 0.54688], [-5.91189, -1.56628, 0.77413], [-6.24164, -0.25065, 0.40423], [-5.31574, 0.56047, -0.18965], [-4.01453, 0.08427, -0.44036], [-3.11499, 0.90853, -1.03021], [-1.94131, 0.37299, -1.22298], [-0.86007, 0.97311, -1.80522], [-0.73983, 2.38005, -2.12583], [-0.21792, 3.11641, -0.93489], [-0.92391, 3.54639, 0.14683], [-0.10463, 4.11664, 1.14630], [1.21044, 4.09913, 0.81185], [1.48046, 3.38468, -0.72771], [0.70201, -0.70783, 1.43215], [0.94553, 0.28699, 2.86431], [0.51093, 1.04009, 1.33109], [2.69517, 0.44068, 0.36394], [2.91771, 1.35770, 1.84606], [3.15205, -0.85947, 3.08093], [4.48563, -0.40854, 2.02269], [3.71754, -2.84242, 1.93899], [2.25289, -2.28524, 1.16369], [4.93846, -2.67802, 0.01324], [4.34172, -1.05778, -0.31772], [3.76783, -2.75218, -2.09493], [2.75180, -3.60244, -0.90033], [3.27951, -0.39156, -2.41059], [-4.38016, -3.06567, 0.82050], [-6.66300, -2.18562, 1.24179], [-7.23967, 0.11623, 0.59412], [-5.54973, 1.57252, -0.48242], [-0.05504, 2.47534, -2.97097], [-1.73728, 2.73873, -2.39058], [-1.99290, 3.45551, 0.22162], [-0.48075, 4.51871, 2.06970], [2.04557, 4.46462, 1.37559]]
}

***

Record 4
{
  "formula": "C10H21N2O5Ru",
  "method": "ωB97M-V/def2-TZVPD",
  "orbital_gap_ev": [5.6, 5.6],
  "charge": 3,
  "lumo_ev": [-14.66, -14.66],
  "homo_energy_ha": [-0.74293, -0.74275],
  "e_tot_ev": -26473.893,
  "symbols": ["Ru", "C", "O", "C", "C", "O", "C", "C", "O", "C", "H", "H", "H", "H", "H", "H", "H", "H", "H", "H", "H", "H", "H", "H", "C", "C", "N", "O", "C", "C", "N", "O", "H", "H", "H", "H", "H", "H", "H"],
  "positions_angstrom": [[0.32089, 0.07430, -0.06067], [2.05648, -1.47828, -2.14844], [1.05285, -0.43482, -1.86965], [0.51653, 0.30440, -3.00462], [-0.89338, 0.58443, -2.59041], [-0.85847, 1.19636, -1.24170], [-0.48603, 2.63965, -1.29789], [0.36325, 2.91127, -0.10771], [1.34229, 1.82357, -0.10806], [2.59657, 2.11620, 0.62316], [1.57922, -2.26062, -2.73089], [2.39747, -1.86187, -1.18950], [2.88256, -1.02014, -2.68528], [0.53835, -0.29934, -3.91224], [1.13943, 1.18510, -3.15198], [-1.47830, -0.32292, -2.47719], [-1.41398, 1.25264, -3.27600], [-1.40493, 3.22275, -1.27533], [0.03890, 2.81869, -2.23214], [-0.20448, 2.86404, 0.82218], [0.86581, 3.87616, -0.15907], [2.36110, 2.39520, 1.64631], [3.09003, 2.92484, 0.09163], [3.20208, 1.21583, 0.58050], [-2.05322, -3.06688, 1.83037], [-1.25217, -1.86346, 1.46581], [-0.88501, -1.51935, 0.23180], [-1.33553, -2.17677, -0.82153], [-0.83418, -0.92526, 2.46059], [-1.09526, -1.03848, 3.88933], [-0.16067, 0.17864, 1.91006], [0.27621, 1.01122, 2.68067], [-2.33664, -3.70982, 0.99938], [-2.96827, -2.75766, 2.34230], [-1.47925, -3.67807, 2.53280], [-1.95412, -2.88524, -0.54327], [-0.61411, -1.94791, 4.27960], [-2.17256, -1.17501, 4.05603], [-0.73944, -0.17339, 4.44103]]
}